(1)
ORCA calculation (the ωB97M-V functional and the def2-TZVPD basis) on a cluster of 2 separate species, C4H5ClN in total at a distorted geometry.

The geometry in ORCA input format:
```
! wB97M-V def2-TZVPD RIJCOSX def2/J DEFGRID3
* xyz -1 1
Cl 3.13 2.98 3.22
N 0.77 -0.37 -0.68
C 0.15 0.77 -0.21
C -0.11 -1.42 -0.59
C -1.29 -0.94 -0.06
C -1.17 0.42 0.07
H 0.73 1.68 -0.14
H -2.17 -1.52 0.20
H -1.85 1.24 0.27
H 1.65 -0.41 -1.18
H 0.17 -2.42 -0.90
*
```

## Properties
strongest force on any atom: 3.2 eV/Å
calculated total energy: -18242.973 eV
LUMO energy: 3.24 eV
energy above the lowest of the compared OMol25 structures with the same formula, charge and spin: 86.6 kJ/mol
E_HOMO: -3.426 eV
frontier orbital gap: 0.245 Ha

---

(2)
ORCA calculation (the ωB97M-V functional and the def2-TZVPD basis) on a structure of composition C14H14BiI2O4STeV at a distorted geometry.

The geometry in ORCA input format:
```
! wB97M-V def2-TZVPD RIJCOSX def2/J DEFGRID3
* xyz 4 3
Bi -0.24 1.68 -0.11
I 4.11 -1.22 -0.86
I 4.11 1.46 -0.85
Te 2.14 0.10 1.50
V -0.24 -1.45 -0.11
S 0.59 0.11 -1.72
O -1.77 3.52 -1.96
O -1.07 3.52 2.13
O -1.07 -3.30 2.14
O -1.76 -3.30 -1.96
C -0.91 -0.09 4.68
C 1.86 -0.42 4.49
C -0.74 -2.57 1.30
C -1.74 0.11 -3.34
C -0.27 0.05 3.44
C 0.31 -1.14 -4.12
C -1.18 2.79 -1.28
C 0.31 1.37 -4.12
C -0.16 -0.39 5.82
C 1.23 -0.56 5.73
C 1.12 -0.11 3.35
C -0.74 2.79 1.30
C -1.18 -2.57 -1.28
C -0.22 0.11 -3.42
H 1.41 -1.14 -4.15
H -0.65 -0.50 6.78
H -0.07 1.38 -5.15
H -0.06 -1.16 -5.15
H -2.12 -0.77 -2.83
H -2.12 1.00 -2.83
H -1.98 0.04 4.75
H -0.02 -2.06 -3.62
H 1.40 1.37 -4.15
H -0.02 2.28 -3.62
H -0.85 0.28 2.56
H -2.14 0.11 -4.36
H 2.94 -0.55 4.42
H 1.80 -0.80 6.61
*
```

## Properties
strongest force on any atom: 14.5 eV/Å
calculated total energy: -88735.355 eV
LUMO energy (alpha / beta): -16.34 / -16.74 eV
E_HOMO (alpha / beta): -21.223 / -21.274 eV
frontier orbital gap (alpha / beta): 0.179 / 0.167 Ha

---

(3)
ORCA calculation (the ωB97M-V functional and the def2-TZVPD basis) on a cluster of 8 separate species, C17H53N3O8 in total at a distorted geometry.

The geometry in ORCA input format:
```
! wB97M-V def2-TZVPD RIJCOSX def2/J DEFGRID3
* xyz 0 1
O -0.25 2.86 -0.29
O -3.26 -3.32 1.33
O 2.85 2.82 -1.10
O -0.79 -1.91 -4.02
O 1.36 3.80 4.93
O 3.42 0.23 2.76
O -1.41 5.09 1.59
O 1.43 1.41 1.45
N 3.63 1.78 -3.56
N -1.60 0.04 -1.04
N -3.86 -6.25 -0.79
C -2.93 -2.90 2.61
C 3.27 -0.40 -2.90
C 3.46 3.35 0.12
C 3.22 1.44 -1.20
C -1.46 -2.06 -5.24
C -5.23 -4.22 -0.72
C 1.36 2.60 5.67
C 3.24 -1.15 2.96
C -1.59 -1.35 -3.03
C 0.35 1.23 2.30
C -0.69 -0.73 -1.86
C -3.86 -4.84 -0.41
C -0.41 3.06 -1.71
C 2.91 1.01 -2.60
C -0.09 5.49 1.90
C -3.40 -4.65 1.06
C 0.15 -1.71 -1.11
H -4.19 -5.05 1.71
H 0.58 2.96 -2.17
H -1.72 4.78 2.44
H -1.89 -3.06 2.78
H -3.08 -4.34 -0.99
H -3.12 -1.86 2.79
H 2.92 -0.64 -3.95
H -1.84 -1.08 -5.58
H 4.60 1.49 -3.67
H 2.00 2.57 6.56
H 3.04 4.35 0.25
H -0.81 4.02 -1.96
H 0.43 0.22 2.69
H -2.29 -0.44 -0.48
H 2.44 -1.37 3.70
H 0.34 2.25 6.01
H 3.32 2.67 1.01
H 3.68 2.80 -3.26
H 0.21 5.21 2.90
H 0.90 -1.11 -0.63
H -2.93 -6.66 -0.99
H -2.14 -0.47 -3.42
H -6.03 -4.82 -0.22
H -5.43 -4.07 -1.78
H -2.21 -2.85 -5.26
H 1.86 1.12 -2.67
H -0.41 -2.26 -0.35
H -2.53 -5.27 1.22
H -2.26 -2.09 -2.70
H -1.13 3.24 -0.01
H 2.77 -1.10 -2.18
H 1.70 1.87 4.98
H 1.20 2.03 0.73
H 4.34 -0.57 -2.77
H 0.59 4.97 1.26
H 4.52 3.48 -0.12
H 0.62 -2.46 -1.76
H -0.72 -2.40 -5.94
H -1.08 2.30 -2.02
H 1.54 4.52 5.53
H 4.31 1.33 -1.10
H 3.03 -1.65 1.97
H -5.15 -3.26 -0.23
H -0.59 1.28 1.70
H 0.02 -0.10 -2.37
H 0.03 6.58 1.76
H 4.13 -1.65 3.34
H 2.69 0.48 2.17
H 0.32 1.94 3.13
H -1.13 0.65 -0.45
H -4.48 -6.51 -1.50
H 2.75 0.78 -0.51
H -3.57 -3.48 3.31
*
```

## Properties
strongest force on any atom: 3.2 eV/Å
calculated total energy: -39333.994 eV
LUMO energy: 0.49 eV
energy above the lowest of the compared OMol25 structures with the same formula, charge and spin: 115.3 kJ/mol
E_HOMO: -8.906 eV
frontier orbital gap: 0.345 Ha
SMILES: COC[C@H](C)N.COC[C@H](C)N.COC[C@H](C)N.CO.CO.CO.CO.CO